{
  "formula": "C13H18AlCl2F5N3O2",
  "method": "ωB97M-V/def2-TZVPD",
  "homo_lumo_gap_ev": 9.823,
  "charge": 1,
  "lumo_ev": -3.21,
  "species": ["Al", "N", "C", "C", "C", "C", "N", "H", "H", "H", "H", "H", "H", "H", "H", "H", "H", "H", "H", "F", "C", "F", "C", "F", "F", "F", "Cl", "C", "C", "C", "C", "N", "C", "H", "H", "H", "H", "Cl", "C", "C", "O", "O", "H", "H"],
  "coordinates": [[0.00774, 0.04587, -0.06788], [-1.04806, -0.82104, 1.50396], [-0.77260, -0.50384, 2.92336], [0.11440, -1.56197, 3.56980], [1.59192, -1.49070, 3.18104], [1.86910, -1.58730, 1.68204], [1.68516, -0.27577, 0.99446], [-1.94365, -0.36049, 1.28856], [-1.25606, -1.81921, 1.43809], [-1.71342, -0.44951, 3.47256], [-0.31554, 0.48743, 2.97723], [-0.27953, -2.55378, 3.32647], [0.05073, -1.44417, 4.65222], [2.10220, -2.31694, 3.67609], [2.02909, -0.56451, 3.56474], [1.20854, -2.31997, 1.21139], [2.89678, -1.92329, 1.53570], [2.51198, -0.08864, 0.43011], [1.70343, 0.45733, 1.70606], [-1.55907, -2.34949, -0.65056], [-0.64946, -1.51936, -1.27622], [0.32847, -2.36950, -1.72204], [-1.37958, -0.94134, -2.48829], [-2.12570, 0.09681, -2.04250], [-0.52110, -0.42811, -3.38010], [-2.18056, -1.77565, -3.12459], [3.89454, -0.80308, -4.04551], [2.80264, 0.30199, -3.33267], [2.59397, 1.56506, -3.88353], [1.68403, 2.40243, -3.26751], [1.01869, 1.97094, -2.13241], [1.23012, 0.76964, -1.58972], [2.11136, -0.04658, -2.18040], [3.13352, 1.87264, -4.76392], [1.49157, 3.39151, -3.65091], [0.28923, 2.59912, -1.64423], [2.25176, -1.02332, -1.74039], [-1.95352, 3.65901, -1.58028], [-1.91992, 3.62525, 0.20386], [-1.76536, 2.19537, 0.67577], [-2.51458, 1.67033, 1.45507], [-0.73061, 1.55403, 0.16870], [-2.85601, 4.04286, 0.56589], [-1.08263, 4.24021, 0.52779]]
}